Entry 1:
The following is a DFT calculation (ωB97M-V/def2-TZVPD) of a structure of composition C10H19BeF3NO12S3 at a distorted geometry.

Atoms and positions in Å:
H  0.56  -3.66  -1.74
H  3.49  -1.38  -0.98
O  -1.15  2.08  0.85
H  3.76  0.28  -1.29
H  0.31  -2.09  2.24
O  -2.69  4.06  -0.51
H  0.69  -1.23  -2.35
H  0.98  1.53  -1.30
N  0.63  -1.03  -0.48
O  0.31  1.65  2.81
H  3.14  -2.31  1.12
S  -2.16  3.61  -1.76
H  1.17  -3.48  1.68
C  -0.48  4.45  -1.91
F  0.39  4.06  -0.98
O  -1.77  2.18  -1.71
C  2.38  -1.75  1.69
H  -1.21  -3.70  0.54
C  1.22  -3.37  -0.91
H  2.59  -0.45  -2.24
H  1.50  -4.37  -0.56
O  -2.83  4.05  -2.96
C  1.49  1.34  -0.35
O  -2.06  1.99  3.16
C  2.24  -0.32  1.25
H  2.39  1.95  -0.28
O  -4.31  1.55  0.88
O  0.03  -0.84  -1.76
S  -1.04  1.49  2.24
F  0.08  4.02  -3.09
O  -4.74  -0.41  2.36
C  -0.99  -2.71  0.14
H  0.78  1.73  0.39
C  1.02  -2.41  1.49
C  0.51  -2.39  0.04
Be  -1.46  0.43  -0.29
H  -1.54  -1.97  0.73
O  -3.53  -0.58  0.24
H  2.59  -1.87  2.75
H  2.16  -3.00  -1.32
O  -5.95  -0.16  0.32
H  1.56  0.21  1.92
O  -1.32  0.05  1.94
F  -0.64  5.77  -2.02
S  -4.67  0.13  1.00
C  1.78  -0.16  -0.22
C  2.94  -0.45  -1.20
H  -1.37  -2.70  -0.89
H  3.22  0.18  1.30

Results
F_max: 0.1053 Eh/bohr
Electronic energy: -77794.13864 eV
Kohn-Sham gap: 3.54 eV
E_LUMO: 5.71 eV
Net charge: -3
Molecular weight: 507.46 u

Mulliken population analysis, charges in e, atoms 1 to 8: number 1, H, carries 0.37; number 2, H, carries 0.31; number 3, O, carries -0.55; number 4, H, carries 0.43; number 5, H, carries 0.37; number 6, O, carries -0.60; number 7, H, carries 0.26; number 8, H, carries 0.49

Entry 2:
The following is a DFT calculation (ωB97M-V/def2-TZVPD) of a cluster of 2 separate species, C4H8O2 in total.

Atoms and positions in Å:
H  -0.87  0.45  -1.43
O  0.24  1.60  -0.10
H  1.71  -1.91  0.48
H  -1.69  1.88  -0.75
H  -2.31  0.63  1.22
H  0.75  -1.44  -0.96
C  -1.45  0.21  0.67
H  -1.63  -0.84  0.45
C  -1.03  1.04  -0.53
H  1.76  -0.24  -0.16
C  1.69  -1.30  -0.43
C  0.62  1.15  1.08
O  -0.29  0.31  1.54
H  2.52  -1.55  -1.09

Results
F_max: 0.0084 Eh/bohr
Electronic energy: -8370.43743 eV
Kohn-Sham gap: 10.31 eV
E_LUMO: 0.81 eV
Molecular weight: 88.11 u

Mulliken population analysis, charges in e, atoms 1 to 8: number 1, H, carries 0.25; number 2, O, carries -0.20; number 3, H, carries 0.25; number 4, H, carries 0.27; number 5, H, carries 0.27; number 6, H, carries 0.17; number 7, C, carries -0.26; number 8, H, carries 0.24

Entry 3:
The following is a DFT calculation (ωB97M-V/def2-TZVPD) of a structure of composition C6H11N2O at a distorted geometry.

Atoms and positions in Å:
H  2.58  -1.32  0.59
H  -0.37  0.02  -2.56
N  0.83  0.53  -0.52
H  -0.48  1.30  1.62
C  0.55  -0.48  0.59
C  -0.77  0.39  -1.61
C  -1.49  1.70  -1.59
C  1.55  -1.53  0.72
H  -0.68  -0.45  2.33
H  -2.42  1.61  -2.02
H  0.77  0.49  2.77
H  1.66  0.48  -1.00
C  -1.28  -0.68  -0.72
C  0.11  0.24  1.88
H  -2.36  -1.03  -0.93
N  -0.70  -1.13  0.28
O  -1.05  2.65  -1.04
H  1.36  -2.01  1.65
H  1.49  -2.32  -0.07
H  0.71  1.53  -0.36

Results
F_max: 0.0884 Eh/bohr
Electronic energy: -11418.25771 eV
Kohn-Sham gap: 10.37 eV
E_LUMO: -4.61 eV
Net charge: +1
Molecular weight: 127.17 u

Mulliken population analysis, charges in e, atoms 1 to 8: number 1, H, carries 0.43; number 2, H, carries 0.39; number 3, N, carries -0.36; number 4, H, carries 0.26; number 5, C, carries 1.38; number 6, C, carries 0.15; number 7, C, carries 0.03; number 8, C, carries -1.68

Entry 4:
The following is a DFT calculation (ωB97M-V/def2-TZVPD) of the molecule C4H9N at a distorted geometry.

Atoms and positions in Å:
H  2.08  0.97  0.35
H  -1.41  -0.31  1.36
N  -0.59  -1.05  -0.46
H  -0.30  -1.85  0.17
H  0.73  0.08  -1.75
H  1.29  -0.51  1.28
H  -0.98  1.69  -0.95
C  1.60  -0.13  0.22
H  -2.56  -0.43  -0.18
H  2.32  -0.89  -0.14
C  -1.52  -0.22  0.26
H  -0.38  1.61  0.69
C  -0.66  1.01  -0.15
C  0.39  0.05  -0.70

Results
F_max: 0.0533 Eh/bohr
SMILES string: C[C@@H]1CCN1
Electronic energy: -5782.29232 eV
Kohn-Sham gap: 9.78 eV
E_LUMO: 1.18 eV
Molecular weight: 71.12 u

Mulliken population analysis, charges in e, atoms 1 to 8: number 1, H, carries 0.28; number 2, H, carries 0.23; number 3, N, carries -0.57; number 4, H, carries 0.26; number 5, H, carries 0.30; number 6, H, carries 0.27; number 7, H, carries 0.26; number 8, C, carries -1.19

Entry 5:
The following is a DFT calculation (ωB97M-V/def2-TZVPD) of a structure of composition C33H46AsBF4NP4Pd at a distorted geometry.

Atoms and positions in Å:
H  3.15  -3.56  1.02
H  1.10  -2.59  3.16
H  -0.42  -0.83  -3.77
C  1.57  2.57  -5.48
P  1.14  -2.35  0.76
H  -1.42  -3.75  -0.25
C  3.45  2.88  2.65
H  -2.67  -3.20  2.13
H  -0.85  -4.24  -1.86
C  2.65  0.81  3.58
C  -0.71  4.05  3.07
C  -2.33  5.65  1.45
H  4.54  1.70  4.06
H  -5.34  2.91  -3.53
H  3.23  3.85  -5.95
C  -2.81  -2.07  -2.34
B  3.31  0.53  -0.76
H  -3.07  -1.24  -3.00
H  -4.92  1.12  -1.87
P  -0.22  2.22  1.04
H  -1.14  -0.84  3.94
F  3.38  1.88  -0.99
C  -3.32  -2.38  1.83
C  -1.24  5.22  3.57
C  3.62  1.79  3.49
C  -0.70  -3.52  -1.05
H  4.19  3.67  2.60
C  1.52  0.89  2.79
H  3.36  -1.89  1.63
C  0.56  -3.06  2.34
C  2.60  3.46  -5.16
H  3.65  4.50  -3.60
C  2.85  3.81  -3.84
C  -4.33  2.68  -3.23
H  2.33  3.53  -1.79
H  1.37  2.31  -6.50
C  2.10  3.27  -2.81
P  -1.11  -1.86  -1.71
H  -2.60  0.62  -1.17
H  0.76  0.12  2.84
Pd  -0.37  -0.33  0.13
H  -2.49  6.93  3.17
P  -0.02  1.71  -1.89
C  0.83  2.01  -4.46
C  -3.27  3.39  -3.76
C  -4.09  1.68  -2.30
C  0.73  -3.59  -0.54
H  0.93  -4.57  -0.11
C  2.32  2.99  1.86
F  3.83  0.16  0.46
C  -3.90  0.50  1.40
H  -3.52  -2.10  -1.51
H  0.78  -4.13  2.35
N  0.14  2.73  -0.53
H  -4.47  0.17  0.54
H  -4.54  0.45  2.28
H  0.98  -1.48  -2.89
C  -1.72  2.08  -2.47
H  -0.11  -2.57  -3.79
H  1.44  -3.43  -1.35
H  -3.58  1.53  1.24
C  -2.79  1.38  -1.91
F  3.67  -0.26  -1.80
H  -2.85  -0.45  4.16
C  -2.05  6.02  2.76
H  2.79  -0.03  4.25
H  -3.45  4.19  -4.48
H  -2.06  4.17  -0.07
H  -0.07  3.44  3.70
H  -0.51  -2.91  2.49
C  1.06  2.39  -3.12
H  -2.97  6.28  0.83
C  2.94  -2.51  0.84
As  -2.37  -0.68  1.70
H  3.39  -2.19  -0.10
H  -1.71  0.81  3.64
C  -1.97  -0.25  3.55
H  2.18  3.84  1.20
C  -0.96  3.69  1.74
H  -4.11  -2.28  2.57
C  1.35  1.99  1.95
H  -3.77  -2.63  0.86
H  -1.02  5.53  4.58
H  0.04  1.30  -4.70
H  -2.86  -3.00  -2.90
C  -0.06  -1.67  -3.18
H  -1.15  3.65  -3.85
H  0.29  3.72  -0.71
C  -1.96  3.10  -3.40
F  1.74  0.25  -0.62
C  -1.81  4.48  0.94

Results
F_max: 0.0390 Eh/bohr
Electronic energy: -149457.79362 eV
Kohn-Sham gap (alpha / beta): 7.95 / 4.68 eV
E_LUMO (alpha / beta): -7.86 / -12.20 eV
2S+1: 5
Net charge: +3
Molecular weight: 848.78 u

Mulliken population analysis, charges in e, atoms 1 to 8: number 1, H, carries 0.59; number 2, H, carries 0.37; number 3, H, carries 0.29; number 4, C, carries -0.77; number 5, P, carries 1.00; number 6, H, carries 0.30; number 7, C, carries -0.89; number 8, H, carries 0.39

Entry 6:
The following is a DFT calculation (ωB97M-V/def2-TZVPD) of a cluster of 9 separate species, C5H29NO8S2 in total at a distorted geometry.

Atoms and positions in Å:
H  0.90  3.93  -0.92
H  -2.75  0.85  -0.08
C  -0.70  -2.84  2.92
C  -0.37  -0.17  2.83
S  -2.57  1.78  2.20
H  -1.37  -2.72  2.06
H  2.04  -1.50  1.01
H  -2.19  3.10  -2.46
C  -3.10  1.73  0.46
O  1.87  0.38  0.28
H  -0.16  0.44  3.70
H  3.37  -0.40  -0.20
N  -2.56  2.48  -1.76
H  -1.21  -3.19  3.81
H  0.00  0.36  1.97
H  -3.08  3.85  -0.30
H  0.23  -1.31  -0.22
H  -2.08  1.60  -1.88
H  4.58  -1.37  -0.48
H  -1.95  -0.92  -3.32
H  1.13  0.20  -0.33
O  -2.34  -0.73  -2.45
H  0.17  0.45  -2.13
H  2.37  -2.26  -0.28
H  2.40  -1.87  -3.53
H  -2.13  -1.52  -1.95
S  -2.24  -0.14  2.71
H  0.43  -1.58  4.23
O  2.21  -2.39  0.66
C  -2.55  2.89  -0.36
H  0.48  -1.62  -1.73
H  3.07  -1.10  -2.37
O  1.26  3.16  -0.47
O  0.72  1.22  -2.37
H  1.04  -1.76  2.58
H  1.20  2.47  -1.16
H  1.89  1.27  0.65
O  2.20  -1.44  -2.68
H  -0.04  -3.65  2.60
H  1.46  0.83  -2.86
H  -1.55  3.16  0.00
O  -0.03  -1.06  -1.12
C  0.14  -1.57  3.18
H  -4.18  1.68  0.40
O  3.99  -0.70  -0.86

Results
F_max: 0.0410 Eh/bohr
SMILES string: CCCSSCCN.O.O.O.O.O.O.O.O
Electronic energy: -45196.55477 eV
Kohn-Sham gap: 8.17 eV
E_LUMO: -0.11 eV
Molecular weight: 295.42 u

Mulliken population analysis, charges in e, atoms 1 to 8: number 1, H, carries 0.29; number 2, H, carries 0.00; number 3, C, carries -1.31; number 4, C, carries -0.04; number 5, S, carries -0.13; number 6, H, carries 0.32; number 7, H, carries 0.36; number 8, H, carries 0.25